This record from the OMol25 dataset describes a molecular structure, C18H18N4SbSe4W. The level of theory is ωB97M-V with the def2-TZVPD basis set.

**HOMO energy**: -17.65 eV
**LUMO**: -11.25 eV
**Energy relative to the best compared isomer or geometry (same formula, charge and spin)**: 0.0 kcal/mol
**HOMO-LUMO gap**: 6.407 eV
**E**: -294642.83527 eV
**Max |F|**: 0.3 eV/Å

ORCA input file:
```
! RIJCOSX wB97M-V def2-TZVPD def2/J DEFGRID3
* xyz 3 1
W -0.878 -0.957 -0.003
Sb -3.658 -3.805 0.022
Se -3.927 -4.121 -2.220
Se -0.566 -3.204 -0.007
Se -3.891 -4.076 2.275
Se -3.149 -0.758 -0.013
N -0.607 -0.372 2.055
N 1.386 -0.555 0.000
N -0.625 1.339 -0.002
N -0.600 -0.367 -2.061
C 3.668 -1.285 0.004
C -0.101 -0.804 4.344
C 2.318 -1.539 0.002
C -0.862 0.927 -2.369
C 3.158 1.042 0.003
C -0.376 0.524 -4.672
C -0.208 -1.206 -3.044
C -0.750 1.390 3.654
C -0.864 0.924 2.364
C -1.306 1.805 -1.241
C -0.095 -0.794 -4.352
C 4.103 0.034 0.004
C -1.308 1.803 1.237
C 0.799 1.810 -0.001
C -0.373 0.516 4.665
C -0.219 -1.214 3.036
C 1.815 0.711 0.001
C -0.753 1.395 -3.659
H -0.005 -2.229 2.747
H -0.289 0.876 -5.692
H -2.382 1.717 -1.093
H -1.072 2.852 -1.438
H 0.953 2.442 0.873
H 3.454 2.084 0.003
H 5.159 0.269 0.006
H 0.956 2.441 -0.875
H 0.208 -1.517 5.096
H -2.384 1.711 1.087
H 0.217 -1.505 -5.105
H 1.958 -2.553 0.002
H -0.955 2.431 3.864
H -0.281 0.866 5.685
H -1.078 2.849 1.435
H 0.013 -2.220 -2.756
H -0.963 2.436 -3.867
H 4.362 -2.114 0.006
*
```

---

This record from the OMol25 dataset describes a molecular structure, C18H19BCeN6 in a non-equilibrium geometry. The level of theory is ωB97M-V with the def2-TZVPD basis set.

**HOMO energy (alpha / beta)**: -14.91 / -14.91 eV
**LUMO (alpha / beta)**: -8.13 / -8.09 eV
**HOMO-LUMO gap (alpha / beta)**: 6.783 / 6.822 eV
**E**: -41502.58053 eV
**Max |F|**: 4.9 eV/Å

ORCA input file:
```
! RIJCOSX wB97M-V def2-TZVPD def2/J DEFGRID3
* xyz 2 1
Ce 0.699 -0.768 0.589
N 3.435 0.025 -1.029
N 1.535 1.514 0.746
N 1.654 1.203 -2.305
N 2.606 -0.887 -0.319
N 2.427 2.139 -0.124
N 0.602 0.434 -1.819
C 1.733 -1.338 2.573
C -2.699 -1.019 0.494
C -1.633 -1.097 -0.173
C 2.707 3.371 0.321
C 3.378 -2.026 -0.164
C -4.667 -0.204 1.805
C -6.668 -1.578 1.733
C -4.741 -2.246 0.443
C 0.099 1.188 -3.884
C -5.982 -0.443 2.201
C -0.341 0.431 -2.793
C 4.642 -1.830 -0.736
C -4.030 -1.130 0.938
C 1.363 1.664 -3.529
C 1.300 2.392 1.764
C 4.624 -0.535 -1.261
C 2.021 3.578 1.524
C -6.049 -2.473 0.848
B 2.913 1.431 -1.419
H 2.791 -1.595 2.654
H 2.059 2.300 -4.054
H -6.564 -3.355 0.467
H 2.045 4.453 2.133
H 1.411 -0.720 3.422
H 0.645 2.132 2.585
H -4.117 0.684 2.139
H 5.464 -2.513 -0.772
H -1.185 -0.964 -1.189
H 1.158 -2.296 2.641
H 3.008 -2.880 0.369
H -4.229 -2.909 -0.262
H -6.472 0.256 2.879
H -7.687 -1.770 2.065
H -0.454 1.348 -4.786
H 3.361 4.001 -0.254
H 3.743 2.087 -1.992
H -1.287 -0.082 -2.688
H 5.384 0.026 -1.782
*
```

---

This record from the OMol25 dataset describes a molecular structure, C18H19BHfN6 in a non-equilibrium geometry. The level of theory is ωB97M-V with the def2-TZVPD basis set.

**HOMO energy (alpha / beta)**: -14.84 / -14.84 eV
**LUMO (alpha / beta)**: -8.12 / -8.12 eV
**Energy relative to the best compared isomer or geometry (same formula, charge and spin)**: 0.0 kcal/mol
**HOMO-LUMO gap (alpha / beta)**: 6.722 / 6.721 eV
**E**: -29882.28423 eV
**Max |F|**: 5.4 eV/Å

ORCA input file:
```
! RIJCOSX wB97M-V def2-TZVPD def2/J DEFGRID3
* xyz 2 1
Hf 0.453 0.448 0.779
N -0.953 0.364 -2.447
N 1.387 -0.514 -2.064
N -1.394 0.259 -1.151
N 1.363 -0.781 -0.700
N 0.976 2.076 -0.544
N 0.959 1.992 -1.932
C 1.223 -0.705 2.503
C -0.755 0.116 3.731
C -3.104 -0.184 -2.531
C 1.828 0.590 2.629
C -2.977 -3.159 1.260
C 1.102 1.622 3.299
C 2.094 -1.927 -0.504
C 2.621 -2.333 -1.724
C -2.020 -2.489 2.163
C -2.690 -0.097 -1.185
C 1.390 3.342 -0.219
C 1.354 3.164 -2.440
C -0.197 -0.821 2.801
C -1.971 0.113 -3.293
C 1.631 4.046 -1.397
C -1.034 -1.640 1.969
C -0.109 1.321 3.953
C 2.154 -1.423 -2.675
B 0.574 0.674 -2.691
H 3.255 -3.184 -1.893
H -1.701 -0.146 4.215
H 2.317 -1.355 -3.742
H 1.556 2.611 3.432
H -2.403 -2.953 3.077
H 1.417 3.277 -3.513
H 1.966 5.063 -1.484
H -4.085 -0.433 -2.883
H 1.800 -1.599 2.260
H -0.553 2.036 4.652
H -2.957 -4.240 1.453
H -3.252 -0.267 -0.278
H -3.994 -2.810 1.491
H -2.788 -2.986 0.190
H 2.884 0.739 2.362
H 0.794 0.767 -3.869
H 1.479 3.631 0.821
H 2.179 -2.357 0.485
H -1.819 0.150 -4.366
*
```

---

This record from the OMol25 dataset describes a single C18H19Cl2N3O2 molecule in a non-equilibrium geometry. The level of theory is ωB97M-V with the def2-TZVPD basis set.

**SMILES**: Cc1ncc([C@H](O)c2ccc3nc(Cl)c(OC(C)C)c(Cl)c3c2)n1C
**HOMO energy**: -8.38 eV
**LUMO**: -0.30 eV
**HOMO-LUMO gap**: 8.074 eV
**E**: -52581.92188 eV
**Max |F|**: 5.7 eV/Å

ORCA input file:
```
! RIJCOSX wB97M-V def2-TZVPD def2/J DEFGRID3
* xyz 0 1
Cl -3.948 -2.775 -2.877
Cl -1.389 -0.266 1.395
O 2.187 3.303 -2.206
O -3.679 -2.007 -0.152
N -1.665 -1.550 -2.996
N 1.542 3.662 1.900
N 3.070 2.325 1.137
C -2.560 -4.195 0.681
C 0.098 -0.228 -3.484
C 2.249 2.644 0.089
C -2.700 -1.836 -2.252
C -3.390 -2.906 0.914
C 2.540 2.961 2.217
C 1.291 1.056 -1.777
C -1.556 -0.740 -0.317
C 1.277 3.530 0.549
C 4.184 1.295 1.150
C -2.678 -1.488 -0.874
C 2.320 2.190 -1.307
C -0.684 -0.757 -2.490
C 0.381 0.548 -0.799
C 3.025 2.890 3.635
C 1.167 0.564 -3.073
C -0.597 -0.365 -1.164
C -4.838 -3.392 1.092
H 4.006 3.213 3.531
H 0.064 -0.599 -4.463
H 1.284 3.486 -2.229
H -4.877 -4.229 1.792
H 3.746 0.275 1.183
H -2.841 -4.729 -0.199
H 0.459 3.833 -0.146
H 4.721 1.392 2.080
H -3.053 -2.374 1.863
H -1.504 -3.923 0.613
H -5.241 -3.755 0.086
H 5.010 1.446 0.466
H 1.827 1.045 -3.765
H -2.765 -4.941 1.444
H 0.294 0.942 0.243
H 2.948 1.825 3.988
H -5.424 -2.641 1.512
H 3.286 1.776 -1.370
H 2.412 3.494 4.378
*
```

---

This record from the OMol25 dataset describes 2 unconnected molecules or ions with the total composition C18H19ClN2O4S in a non-equilibrium geometry. The level of theory is ωB97M-V with the def2-TZVPD basis set.

**HOMO energy**: -6.53 eV
**LUMO**: -1.24 eV
**Energy relative to the best compared isomer or geometry (same formula, charge and spin)**: 210.3 kcal/mol
**HOMO-LUMO gap**: 5.287 eV
**E**: -53494.42296 eV
**Max |F|**: 3.3 eV/Å

ORCA input file:
```
! RIJCOSX wB97M-V def2-TZVPD def2/J DEFGRID3
* xyz 0 1
Cl 1.009 0.466 -0.240
S -0.299 -0.879 1.981
O 2.930 -1.775 7.772
O 0.314 -1.986 1.286
O 1.233 -0.582 8.493
O -1.742 -0.865 2.133
N 1.896 -1.100 7.568
N -1.638 -2.176 -3.574
C -2.594 -3.281 -3.510
C -1.515 -1.316 -2.567
C 0.416 -0.864 3.644
C -0.247 -0.185 4.677
C -0.665 -0.222 -2.638
C 1.034 4.586 -3.217
C 1.695 3.355 -3.366
C -0.256 4.605 -2.666
C 1.126 2.177 -2.858
C 2.150 -1.558 5.182
C -0.796 -2.099 -4.772
C -0.808 3.433 -2.130
C 0.318 0.619 1.314
C -0.788 0.921 -1.837
C 1.449 -0.929 6.233
C 0.253 -0.230 5.971
C -0.171 2.197 -2.288
C 1.643 -1.507 3.887
H -1.157 0.376 4.465
H -1.754 3.406 -1.559
H 0.079 -0.198 -3.432
H -0.793 5.544 -2.494
H 3.076 -2.096 5.399
H -1.509 0.940 -1.014
H -1.057 -2.993 -5.359
H -3.628 -2.905 -3.402
H 2.205 -1.968 3.069
H 2.699 3.328 -3.803
H -2.107 -1.556 -1.670
H 0.277 -2.116 -4.507
H -2.478 -3.863 -4.438
H 0.707 1.414 1.983
H -0.978 -1.171 -5.346
H 1.650 1.215 -2.949
H 1.490 5.510 -3.577
H -2.399 -3.925 -2.633
H -0.276 0.252 6.790
*
```

---

This record from the OMol25 dataset describes a single C18H19ClN2O5S molecule in a non-equilibrium geometry. The level of theory is ωB97M-V with the def2-TZVPD basis set.

**SMILES**: CN(CC(=O)OCC(=O)NCc1ccccc1)S(=O)(=O)c1ccc(Cl)cc1
**HOMO energy**: -8.97 eV
**LUMO**: 0.00 eV
**Energy relative to the best compared isomer or geometry (same formula, charge and spin)**: 16.6 kcal/mol
**HOMO-LUMO gap**: 8.969 eV
**E**: -55550.09906 eV
**Max |F|**: 1.0 eV/Å

ORCA input file:
```
! RIJCOSX wB97M-V def2-TZVPD def2/J DEFGRID3
* xyz 0 1
Cl -6.355 0.364 -0.024
S -0.229 -0.879 -0.068
O 5.104 0.093 -0.957
O 2.922 -1.776 1.211
O 0.288 -0.708 -1.394
O 2.502 -3.189 -0.485
O 0.402 -0.151 0.997
N -0.266 -2.499 0.396
N 2.977 0.478 -0.286
C 2.181 -2.656 0.544
C 0.429 4.539 0.856
C 2.546 3.579 0.268
C 1.810 4.533 0.948
C -4.007 -0.219 1.153
C -2.651 -0.490 1.133
C 4.181 -1.407 0.655
C -4.667 0.033 -0.044
C -1.977 -0.507 -0.074
C -3.987 0.023 -1.255
C -0.214 3.590 0.079
C -2.630 -0.250 -1.265
C 1.909 2.628 -0.518
C 0.523 2.640 -0.606
C 0.846 -2.883 1.248
C 4.129 -0.196 -0.294
C -0.554 -3.381 -0.716
C 2.699 1.558 -1.217
H -1.405 -2.965 -1.251
H 4.831 -1.167 1.499
H -4.553 -0.201 2.083
H -2.102 -0.681 2.040
H 0.293 -3.469 -1.400
H -0.817 -4.364 -0.327
H 4.603 -2.246 0.092
H 0.808 -2.264 2.145
H 2.200 0.185 0.293
H 2.127 1.158 -2.062
H 2.315 5.273 1.553
H -1.292 3.590 0.007
H 3.664 1.928 -1.574
H -2.065 -0.262 -2.184
H 0.025 1.896 -1.210
H -4.515 0.226 -2.173
H -0.146 5.283 1.388
H 0.735 -3.938 1.506
H 3.624 3.569 0.342
*
```

---

This record from the OMol25 dataset describes a single C18H19ClN2O6S molecule in a non-equilibrium geometry. The level of theory is ωB97M-V with the def2-TZVPD basis set.

**SMILES**: COc1ccc(Cl)cc1S(=O)(=O)N(C)CC(=O)NCc1ccc2c(c1)OCO2
**HOMO energy**: -8.30 eV
**LUMO**: 0.40 eV
**Energy relative to the best compared isomer or geometry (same formula, charge and spin)**: 21.3 kcal/mol
**HOMO-LUMO gap**: 8.700 eV
**E**: -57596.52988 eV
**Max |F|**: 1.3 eV/Å

ORCA input file:
```
! RIJCOSX wB97M-V def2-TZVPD def2/J DEFGRID3
* xyz 0 1
Cl 2.319 -3.145 -0.925
S -2.735 -1.302 -0.190
O 3.322 0.124 -1.463
O -2.864 -2.021 -1.423
O -1.493 0.241 1.962
O -1.518 2.709 -2.532
O 4.487 0.335 0.513
O -3.412 -1.800 0.971
N -1.370 2.285 -0.315
N -3.144 0.298 -0.389
C -4.300 0.815 0.301
C 1.614 -1.528 1.111
C 3.364 1.117 0.562
C 1.480 1.654 -0.855
C -1.826 -0.047 3.312
C 2.909 1.920 1.576
C 4.497 -0.247 -0.775
C -0.292 3.211 -0.047
C -1.827 2.053 -1.559
C -0.585 -0.590 1.363
C 0.724 -0.736 1.813
C -0.097 -2.040 -0.505
C 1.208 -2.165 -0.053
C -0.981 -1.262 0.213
C 1.710 2.598 1.359
C 1.008 2.479 0.172
C -2.808 0.880 -1.661
C 2.656 0.985 -0.636
H -1.623 1.634 0.416
H -5.196 0.781 -0.329
H -0.938 -0.128 3.942
H 3.459 2.022 2.497
H -2.340 0.106 -2.275
H -0.544 3.817 0.827
H -2.403 -0.975 3.359
H -0.215 3.858 -0.927
H 4.543 -1.342 -0.687
H 2.624 -1.651 1.471
H -2.441 0.785 3.649
H -3.702 1.222 -2.197
H 0.945 1.562 -1.785
H 1.050 -0.226 2.705
H -4.456 0.190 1.176
H 1.328 3.241 2.138
H -0.451 -2.552 -1.385
H -4.118 1.845 0.610
H 5.379 0.110 -1.332
*
```

---

This record from the OMol25 dataset describes a molecular structure, C18H19F9N2OS2TeY. The level of theory is ωB97M-V with the def2-TZVPD basis set.

**HOMO energy**: -4.95 eV
**LUMO**: 2.64 eV
**HOMO-LUMO gap**: 7.589 eV
**E**: -78474.72603 eV
**Max |F|**: 0.4 eV/Å

ORCA input file:
```
! RIJCOSX wB97M-V def2-TZVPD def2/J DEFGRID3
* xyz -1 1
Te -0.538 -4.282 -1.534
Y -0.869 -1.202 0.133
S -2.801 0.234 -1.243
S -0.040 -1.080 -2.612
F -0.687 -4.815 -3.380
F 0.848 -1.470 4.967
F 3.233 -2.575 5.387
F 0.153 -3.357 0.170
F 1.168 -3.743 -2.090
F 0.411 -5.855 -0.979
F -2.420 -2.369 0.714
F 1.770 -1.324 0.323
F 4.137 -2.534 0.763
O -0.963 -2.286 -1.955
N -0.362 1.547 0.963
N 0.008 -0.826 2.261
C -0.385 2.871 -1.149
C 3.326 -2.300 1.806
C -0.955 0.009 -4.879
C -1.224 -0.160 -3.519
C 1.647 -1.703 3.902
C 1.184 -1.400 2.610
C 3.743 -2.610 3.090
C -2.909 1.357 -5.095
C -2.360 0.418 -2.914
C -0.466 0.255 3.100
C -1.121 1.302 2.200
C 2.879 -2.288 4.118
C 2.104 -1.714 1.590
C 1.407 3.062 1.985
C -1.781 0.779 -5.673
C 1.069 1.801 1.195
C -0.996 2.644 0.222
C -3.195 1.173 -3.758
H 0.920 3.072 2.962
H -1.197 -0.052 3.858
H -0.318 1.926 -1.691
H 1.486 0.933 1.699
H -1.565 0.913 -6.725
H -1.024 3.539 -1.729
H -2.044 2.376 0.096
H 0.365 0.723 3.644
H -1.280 2.229 2.772
H -2.119 0.967 1.890
H 4.694 -3.084 3.280
H 1.555 1.840 0.218
H 0.608 3.320 -1.098
H 2.485 3.100 2.157
H -3.578 1.954 -5.703
H -4.078 1.621 -3.321
H -0.964 3.572 0.814
H 1.124 3.974 1.457
H -0.086 -0.483 -5.299
*
```

---

The highest E belongs to which entry? C18H19BHfN6